77
Properties=species:S:1:pos:R:3:lowdin_charge:R:1 method="wB97M-V/def2-TZVPD" lumo_energy_ha=-0.2682 charge=+2
Ru -0.0190 -0.4298 -0.8390 0.8447
N -1.9173 -0.2311 1.4202 -0.2704
P -0.2694 -0.5481 1.4341 0.8706
C 0.0949 -2.0749 2.2827 -0.3673
C 0.6473 -3.1725 1.6280 -0.0929
C 0.8860 -4.3425 2.3345 -0.0480
C 0.5681 -4.4154 3.6826 -0.0378
C 0.0203 -3.3190 4.3404 -0.0451
C -0.2095 -2.1445 3.6470 -0.0784
C 0.5590 0.7846 2.2868 -0.3485
C 0.0081 2.0669 2.2742 -0.0881
C 0.6914 3.1101 2.8798 -0.0563
C 1.9215 2.8775 3.4810 -0.0489
C 2.4768 1.6036 3.4829 -0.0476
C 1.7985 0.5533 2.8880 -0.0734
P -2.2675 -0.3748 -0.2119 0.8342
C -3.3169 -1.8160 -0.3772 -0.4025
C -3.0966 -2.9317 0.4345 -0.1025
C -3.8708 -4.0665 0.2625 -0.0477
C -4.8560 -4.0935 -0.7171 -0.0370
C -5.0739 -2.9868 -1.5266 -0.0425
C -4.3049 -1.8460 -1.3622 -0.0707
C -3.1361 1.0264 -0.8746 -0.3722
C -2.8673 1.4626 -2.1700 -0.0980
C -3.6269 2.4872 -2.7128 -0.0456
C -4.6364 3.0744 -1.9630 -0.0386
C -4.9044 2.6376 -0.6709 -0.0475
C -4.1615 1.6050 -0.1251 -0.0703
H -2.5574 -0.1593 2.2006 0.1097
H 0.8922 -3.1190 0.5754 0.0728
H 1.3205 -5.1956 1.8315 0.1187
H 0.7532 -5.3303 4.2295 0.1211
H -0.2182 -3.3796 5.3934 0.1201
H -0.6147 -1.2840 4.1683 0.1179
H -0.9466 2.2495 1.7954 0.1037
H 0.2602 4.1022 2.8877 0.1190
H 2.4494 3.6927 3.9581 0.1208
H 3.4337 1.4291 3.9560 0.1205
H 2.2257 -0.4420 2.8963 0.1180
H -2.3330 -2.9159 1.2037 0.0906
H -3.7101 -4.9287 0.8953 0.1184
H -5.4609 -4.9809 -0.8463 0.1209
H -5.8480 -3.0106 -2.2812 0.1201
H -4.4818 -0.9802 -1.9882 0.1118
H -2.0717 1.0084 -2.7490 0.0957
H -3.4297 2.8304 -3.7192 0.1180
H -5.2231 3.8774 -2.3887 0.1203
H -5.6965 3.0956 -0.0947 0.1191
H -4.3896 1.2543 0.8751 0.1119
O -0.1127 1.5738 -0.9705 -0.2564
N 0.9988 2.2159 -0.8079 0.0628
N 1.9522 1.4989 -0.4504 -0.1585
O 1.7945 0.1728 -0.3292 -0.2496
C 3.2291 2.0521 -0.0832 -0.1895
C 3.3040 3.3901 0.2750 -0.0140
C 4.5439 3.9004 0.6202 -0.0459
C 5.6664 3.0814 0.6168 -0.0454
C 5.5602 1.7439 0.2613 -0.0459
C 4.3309 1.2129 -0.0978 -0.0068
H 2.4183 4.0089 0.2874 0.1177
H 4.6315 4.9412 0.8999 0.1195
H 6.6292 3.4893 0.8928 0.1192
H 6.4364 1.1106 0.2583 0.1182
H 4.2290 0.1748 -0.3779 0.1174
C 1.9055 1.4835 -3.8290 -0.0031
C 1.7436 0.0014 -3.7462 -0.2718
C 2.5542 -0.8815 -4.4498 0.0270
C 2.3666 -2.2482 -4.2725 -0.0535
N 1.4004 -2.7476 -3.4922 0.1044
C 0.6436 -1.8324 -2.9534 -0.7416
S -0.6628 -2.2587 -1.8338 0.8210
N 0.7380 -0.4992 -2.9891 0.0037
H 2.1356 1.7868 -4.8492 0.1022
H 2.7411 1.8064 -3.2041 0.0909
H 1.0052 1.9922 -3.4938 0.0766
H 3.3249 -0.5137 -5.1119 0.1299
H 3.0014 -2.9658 -4.7778 0.1308